125
Properties=species:S:1:pos:R:3:forces:R:3 method="wB97M-V/def2-TZVPD" multiplicity=1 energy_ev=-228232.81406 total_charge=+1
C -1.838 2.178 2.801 0.7 -0.4 -0.7
C -0.269 2.236 2.737 -2.1 0.2 0.0
P 0.510 2.627 1.136 2.9 0.5 0.7
C -0.015 4.206 0.357 -0.8 -0.2 0.2
C -1.482 4.638 0.540 1.2 -0.5 -0.2
C 0.676 1.247 -0.068 -1.9 0.1 -0.5
C -0.621 0.414 -0.088 -0.1 -0.6 0.5
N -0.621 -0.873 -0.738 0.3 0.6 0.1
C -1.345 -1.062 -1.972 -0.1 -0.5 -0.6
C -0.582 -1.175 -3.295 -0.3 0.5 0.0
C -0.202 0.180 -3.905 0.1 -0.8 0.3
I -1.829 1.002 -5.025 0.3 0.1 0.1
C 0.530 -1.636 -0.350 -0.3 -0.1 -0.2
C 0.463 -3.088 -0.825 0.5 -1.0 0.7
C 0.740 -4.077 0.334 -0.7 0.2 -0.5
C 0.735 -5.509 -0.204 0.1 0.3 0.4
F 1.863 -6.206 0.197 0.0 0.0 -0.1
C 1.803 -0.812 -0.795 -0.5 -0.1 -0.3
S 3.287 -1.777 -1.230 2.8 -1.3 0.0
C 3.096 -2.197 -2.961 -0.4 0.2 0.1
O 3.381 -2.994 -0.480 -1.3 -0.6 0.1
O 4.529 -1.050 -1.125 -0.8 1.2 -0.2
N 2.026 0.431 0.037 -0.9 0.7 0.2
C 2.219 0.146 1.501 0.6 -1.1 0.7
C 3.056 -1.072 1.882 -0.5 0.1 0.2
C 3.360 -1.035 3.392 0.1 -0.8 -0.1
C 4.825 -1.417 3.647 -0.6 0.8 0.2
C 5.713 -0.164 3.632 0.1 -0.8 0.1
C 7.036 -0.377 2.924 -0.1 0.7 -0.1
C 7.821 0.921 2.781 0.7 -0.7 0.1
O 7.719 1.382 1.452 0.0 0.2 0.1
C 8.367 2.629 1.252 -0.2 -0.1 0.0
C 3.036 1.416 -0.506 2.3 0.4 0.1
Br 3.166 1.479 -2.444 -1.3 -0.4 -0.2
C 4.456 1.458 0.213 0.0 0.2 -1.1
C 4.538 2.609 1.197 0.3 -0.2 0.0
Br 5.827 1.880 -1.139 0.5 -0.1 0.6
H -2.230 2.112 1.794 -0.3 0.1 -0.1
H -2.254 3.060 3.265 -0.1 0.1 0.2
H -2.149 1.268 3.300 -0.2 0.0 0.4
H 0.091 1.327 3.206 0.6 -0.1 -0.3
H 0.021 3.040 3.404 0.5 0.2 0.0
H 0.624 4.977 0.774 0.3 0.0 0.1
H 0.261 4.139 -0.693 0.0 -0.1 -0.2
H -1.629 4.869 1.587 -0.4 0.0 0.2
H -2.135 3.837 0.221 -0.4 0.1 -0.1
H -1.643 5.527 -0.045 -0.3 0.2 -0.1
H 0.749 1.732 -1.037 0.2 0.1 -0.2
H -0.973 0.268 0.937 0.1 0.0 0.2
H -1.377 1.044 -0.543 -0.1 0.2 -0.1
H -1.974 -1.947 -1.900 -0.1 -0.2 0.2
H -2.061 -0.258 -2.084 -0.1 0.3 0.2
H -1.259 -1.665 -3.987 0.0 -0.3 -0.2
H 0.292 -1.820 -3.228 0.1 0.0 0.1
H 0.643 0.044 -4.565 0.0 0.3 -0.4
H 0.081 0.872 -3.122 0.0 0.4 0.0
H 0.486 -1.701 0.735 0.3 0.2 0.3
H -0.532 -3.373 -1.142 -0.4 0.5 -0.3
H 1.122 -3.373 -1.637 0.1 0.4 -0.2
H 1.646 -3.833 0.871 0.3 -0.2 -0.1
H -0.110 -3.958 1.005 0.1 0.0 0.4
H -0.137 -6.047 0.165 0.0 -0.2 0.0
H 0.705 -5.491 -1.292 0.1 -0.2 -0.1
H 1.452 -0.405 -1.735 0.4 0.0 -0.4
H 2.699 -3.197 -3.057 -0.3 -0.2 0.1
H 2.494 -1.469 -3.490 -0.1 0.1 -0.1
H 4.095 -2.200 -3.375 0.3 0.2 0.1
H 2.595 1.002 2.039 0.0 0.5 -0.5
H 1.241 -0.048 1.921 -0.4 0.1 -0.1
H 3.963 -1.220 1.309 0.1 0.3 -0.1
H 2.451 -1.958 1.726 0.1 -0.2 -0.3
H 2.742 -1.783 3.881 -0.3 0.0 0.1
H 3.089 -0.082 3.846 0.2 0.2 0.1
H 5.102 -2.136 2.883 0.3 -0.1 -0.1
H 4.884 -1.912 4.609 0.2 -0.2 0.2
H 5.914 0.102 4.667 0.0 0.3 0.1
H 5.172 0.674 3.191 0.0 0.1 -0.2
H 6.872 -0.762 1.920 0.0 -0.2 -0.2
H 7.655 -1.089 3.458 -0.1 -0.3 0.1
H 8.870 0.696 3.001 0.2 0.2 0.0
H 7.509 1.667 3.520 -0.2 0.2 -0.1
H 7.624 3.426 1.258 0.0 0.2 0.0
H 8.876 2.619 0.294 0.0 0.0 -0.2
H 9.104 2.834 2.025 0.1 -0.1 0.1
H 2.693 2.419 -0.323 -0.8 0.0 0.4
H 4.775 0.507 0.604 -0.1 -0.1 0.1
H 3.983 2.435 2.114 -0.3 0.2 0.0
H 5.577 2.735 1.478 0.2 -0.1 0.1
H 4.247 3.519 0.681 -0.3 0.2 0.2
C -5.353 -0.223 -3.345 0.1 0.1 0.1
C -5.017 -0.388 -1.881 0.0 0.0 0.1
O -4.097 0.236 -1.354 0.0 0.1 0.0
N -5.760 -1.252 -1.161 0.0 0.1 -0.2
C -6.873 -2.075 -1.603 0.1 -0.1 0.4
H -4.661 0.496 -3.771 0.0 0.0 0.0
H -5.245 -1.171 -3.873 -0.1 0.0 0.0
H -6.371 0.148 -3.464 0.0 -0.1 -0.1
H -5.480 -1.316 -0.194 0.0 -0.1 0.0
H -7.759 -1.817 -1.021 -0.1 0.0 -0.1
H -6.626 -3.122 -1.426 -0.1 0.0 -0.1
H -7.084 -1.928 -2.656 0.0 0.1 0.0
C -3.722 -6.140 -2.028 0.0 0.1 0.0
C -5.058 -5.957 -1.349 -0.1 0.0 0.1
O -5.364 -4.912 -0.791 0.1 0.0 -0.1
N -5.921 -7.001 -1.379 0.2 0.0 -0.1
C -5.736 -8.307 -1.988 -0.3 0.1 0.2
H -3.149 -5.224 -1.919 -0.1 0.0 0.0
H -3.167 -6.958 -1.567 0.0 -0.1 -0.1
H -3.855 -6.345 -3.090 0.1 -0.1 0.0
H -6.794 -6.815 -0.908 0.0 0.0 0.0
H -6.508 -8.472 -2.740 0.1 -0.1 -0.1
H -5.822 -9.081 -1.225 0.1 -0.1 -0.1
H -4.764 -8.386 -2.461 0.0 0.0 0.0
C -5.725 5.892 1.058 0.1 -0.1 0.0
C -4.782 6.788 0.292 0.1 0.0 -0.1
O -3.751 6.363 -0.212 -0.2 0.0 0.1
N -5.117 8.096 0.177 -0.1 -0.1 0.1
C -6.288 8.775 0.702 0.3 0.2 -0.2
H -5.323 4.883 1.061 0.1 0.0 -0.1
H -5.824 6.233 2.089 -0.1 0.0 0.0
H -6.707 5.875 0.584 0.0 0.0 0.1
H -4.447 8.639 -0.346 0.0 0.0 0.0
H -6.854 9.216 -0.119 -0.1 0.0 0.1
H -5.977 9.573 1.377 -0.1 0.0 0.1
H -6.931 8.089 1.243 0.0 0.0 0.0